Entry 1:
{"formula": "C28H28N5O12", "method": "ωB97M-V/def2-TZVPD", "molar_mass_g_mol": 626.55, "e_lumo_ev": 0.70, "total_charge": -1, "species": ["C", "O", "O", "O", "H", "C", "C", "C", "C", "C", "C", "N", "O", "O", "H", "H", "H", "H", "H", "C", "C", "C", "C", "C", "C", "N", "O", "O", "H", "H", "H", "H", "H", "C", "C", "C", "C", "C", "C", "N", "O", "O", "H", "H", "H", "H", "H", "C", "C", "C", "C", "C", "C", "N", "O", "O", "H", "H", "H", "H", "H", "C", "O", "N", "C", "C", "H", "H", "H", "H", "H", "H", "H"], "coordinates": [[-0.52036, -0.78627, 0.78244], [-1.52536, -1.41827, 1.12744], [0.57764, -1.64027, 0.54544], [-0.32636, 0.37973, 0.63344], [0.26764, -2.51927, 0.82144], [-3.12536, -4.11627, -2.36356], [-1.96336, -4.17827, -1.46956], [-0.52336, -4.30027, -2.08256], [-0.33136, -4.49827, -3.62556], [-1.59136, -4.28627, -4.48256], [-2.97436, -4.20527, -3.78256], [1.02064, -4.79327, -4.14156], [1.98464, -4.67127, -3.30556], [1.08464, -5.11127, -5.31356], [-4.12936, -3.86427, -1.94856], [-1.86936, -4.00027, -0.38856], [0.40864, -4.23927, -1.49256], [-1.59136, -4.21027, -5.63956], [-3.82336, -4.16327, -4.45256], [3.16664, 0.15773, 1.46244], [3.99964, -0.66527, 0.46044], [5.49864, -0.41127, 0.30244], [6.28964, 0.65473, 1.23944], [5.37164, 1.37273, 2.31444], [3.79264, 1.09073, 2.30844], [7.67664, 0.90773, 1.11844], [8.40364, 0.00373, 0.59944], [8.10964, 1.77773, 1.78444], [2.12264, 0.02973, 1.45244], [3.55264, -1.43127, -0.25556], [6.09864, -0.98427, -0.37556], [5.71364, 2.20173, 2.89944], [3.16864, 1.70373, 3.10544], [-0.82736, -0.65527, -4.50956], [0.06064, -0.19827, -5.53656], [1.59664, 0.05173, -5.21356], [2.14964, -0.38227, -3.72456], [1.08664, -0.67027, -2.69756], [-0.41936, -0.71727, -3.09656], [3.56064, -0.41427, -3.47156], [4.38864, 0.58273, -3.85756], [3.97464, -1.22327, -2.69856], [-1.95236, -0.65627, -4.66356], [-0.41936, -0.04927, -6.47256], [2.37264, 0.50473, -5.98356], [1.45264, -0.88927, -1.75056], [-1.10036, -0.73927, -2.29256], [-5.74036, -0.48227, 3.44744], [-4.51036, -0.50227, 2.48844], [-4.03436, 0.88373, 1.94744], [-4.86236, 2.20673, 2.29044], [-6.07836, 2.07973, 3.17744], [-6.50036, 0.65673, 3.79244], [-4.50836, 3.40273, 1.54044], [-5.24336, 4.49073, 1.58144], [-3.34336, 3.52973, 1.15244], [-6.14036, -1.36627, 3.84744], [-3.88536, -1.34727, 2.31144], [-3.03136, 0.90073, 1.31444], [-6.51836, 3.12573, 3.29444], [-7.34036, 0.78373, 4.18844], [-0.34036, 5.34373, 3.19844], [-0.26736, 6.25573, 3.97244], [0.06164, 4.11773, 3.44644], [-0.21936, 3.04473, 2.51144], [0.79264, 3.71173, 4.70444], [-0.55336, 5.67773, 2.17044], [-0.04536, 3.37973, 1.52744], [-1.04536, 2.51573, 2.56244], [0.64264, 2.28673, 2.58844], [0.00664, 4.03773, 5.43144], [1.64564, 4.38973, 5.09244], [1.12064, 2.54673, 4.55144]], "mulliken_charge": [0.658, -0.717, -0.402, -0.556, 0.179, -0.349, -0.391, -0.126, -0.003, -0.282, -0.385, 0.963, -0.565, -0.563, 0.334, 0.313, 0.340, 0.326, 0.375, 0.126, -0.225, -0.581, -0.022, -0.502, -0.161, 0.870, -0.568, -0.568, 0.276, 0.393, 0.429, 0.410, 0.077, -0.502, -0.529, -0.442, 0.112, -0.115, -0.405, 0.830, -0.554, -0.475, 0.330, 0.412, 0.292, 0.422, 0.591, -0.297, -0.539, 0.001, 0.108, -0.356, -0.750, 0.849, -0.584, -0.481, 0.369, 0.521, 0.245, 0.317, 0.539, 0.081, -0.598, 0.198, -0.941, -0.807, 0.352, 0.446, 0.508, -0.098, 0.338, 0.233, 0.280]}

Entry 2:
{"formula": "C6H8O2", "method": "ωB97M-V/def2-TZVPD", "molar_mass_g_mol": 112.13, "e_lumo_ev": 0.83, "smiles": "C=C1OC(C)=C[C@@H]1O", "species": ["C", "C", "O", "C", "C", "C", "C", "O", "H", "H", "H", "H", "H", "H", "H", "H"], "coordinates": [[-2.29743, -1.34337, 0.12246], [-1.12823, -0.70046, -0.14152], [0.15987, -1.11384, 0.05451], [1.05900, -0.15868, 0.00423], [2.50123, -0.29604, 0.24635], [0.55902, 1.05680, -0.30938], [-0.81680, 0.80159, -0.44522], [-1.51141, 1.69786, 0.39904], [-3.17623, -0.66764, 0.03866], [-2.32067, -2.44095, -0.04212], [2.84917, -0.39447, 1.33857], [3.05509, 0.57999, -0.49529], [2.54745, -1.24788, -0.50803], [1.21885, 1.88419, -0.29395], [-1.32932, 0.94911, -1.40500], [-1.36961, 1.39379, 1.43671]], "mulliken_charge": [-0.981, 0.343, -0.448, 0.638, -0.902, -0.764, 0.345, -0.590, 0.285, 0.297, 0.258, 0.269, 0.239, 0.352, 0.284, 0.374]}

Entry 3:
{"formula": "C2H4ClN2P", "method": "ωB97M-V/def2-TZVPD", "molar_mass_g_mol": 122.50, "e_lumo_ev": 0.66, "species": ["C", "C", "N", "N", "P", "Cl", "H", "H", "H", "H"], "coordinates": [[-0.01495, 0.57189, 0.97081], [0.89736, -0.36095, 1.26406], [-0.82039, 0.27620, -0.09177], [0.67740, -1.47376, 0.44003], [-0.46285, -1.14001, -0.69921], [-1.39854, 2.16801, -3.49389], [-0.17900, 1.42627, 1.60399], [-1.55074, 1.22494, -2.69121], [1.59765, -0.44084, 2.17144], [1.25407, -2.25175, 0.52576]], "mulliken_charge": [-0.324, -0.014, -0.357, -0.078, -0.043, -0.243, 0.362, 0.223, 0.286, 0.187]}

Entry 4:
{"formula": "C7H23InN8O5", "method": "ωB97M-V/def2-TZVPD", "molar_mass_g_mol": 414.13, "e_lumo_ev": -11.69, "total_charge": 2, "species": ["In", "C", "C", "C", "O", "H", "H", "H", "H", "H", "H", "H", "C", "O", "N", "N", "H", "H", "H", "H", "C", "O", "N", "N", "H", "H", "H", "H", "C", "O", "N", "N", "H", "H", "H", "H", "C", "O", "N", "N", "H", "H", "H", "H"], "coordinates": [[2.26408, -1.11104, 30.93534], [2.50976, -0.54917, 23.04114], [2.17024, -1.39954, 24.25614], [2.96880, -2.68461, 24.20924], [2.24803, -0.77361, 25.44412], [2.16187, -1.04310, 22.13389], [3.59366, -0.43505, 23.05701], [1.97331, 0.39251, 23.15762], [1.11155, -1.63167, 24.14040], [2.65539, -3.44037, 24.92946], [4.02945, -2.49265, 24.37124], [2.84801, -3.14779, 23.22997], [0.39131, 4.71372, 28.94827], [0.44109, 3.83715, 29.74892], [0.57928, 4.50400, 27.66724], [0.32844, 6.03154, 29.18355], [0.75494, 3.57242, 27.31880], [0.26209, 5.20112, 27.00883], [0.45005, 6.41000, 30.11204], [0.04790, 6.63001, 28.41986], [-2.45267, -2.69811, 35.40467], [-1.84655, -2.32411, 34.42761], [-3.73382, -3.00281, 35.38699], [-1.99438, -2.52835, 36.61770], [-4.22645, -2.56378, 34.62235], [-4.13229, -3.33860, 36.25218], [-1.08151, -2.10794, 36.51766], [-2.37712, -2.92294, 37.46499], [-1.23589, -6.58684, 28.65407], [-0.46142, -5.53833, 28.83031], [-2.32578, -6.63848, 29.31438], [-1.09056, -7.45363, 27.65112], [-2.37831, -6.04609, 30.13072], [-2.93887, -7.41344, 29.10538], [-1.90141, -8.05541, 27.67341], [-0.21199, -7.57635, 27.16826], [4.77403, -3.12377, 36.33291], [3.85952, -3.00199, 35.59671], [4.73967, -2.52750, 37.47720], [5.82654, -3.75513, 36.02863], [5.65755, -2.51385, 37.89841], [4.17167, -1.72016, 37.69096], [6.41646, -3.85315, 36.84254], [6.02386, -4.25871, 35.17564]], "mulliken_charge": [0.995, -1.006, 0.612, -1.147, -0.179, 0.391, 0.335, 0.346, 0.276, 0.336, 0.364, 0.378, 0.655, -0.599, -0.361, -0.364, 0.184, 0.179, 0.213, 0.176, 0.665, -0.670, -0.407, -0.406, 0.222, 0.188, 0.219, 0.198, 0.674, -0.644, -0.340, -0.348, 0.240, 0.184, 0.175, 0.234, 0.621, -0.661, -0.391, -0.322, 0.171, 0.244, 0.158, 0.212]}

Entry 5:
{"formula": "C4H9NO2", "method": "ωB97M-V/def2-TZVPD", "molar_mass_g_mol": 103.12, "e_lumo_ev": 0.55, "species": ["C", "C", "O", "C", "C", "O", "N", "H", "H", "H", "H", "H", "H", "H", "H", "H"], "coordinates": [[-1.12102, -0.04276, -0.99016], [-0.67107, 0.78244, 0.19091], [-1.59146, 1.49491, 1.00452], [0.01585, -0.29083, 1.01880], [0.94532, -0.81562, -0.02951], [0.82824, -2.02350, -0.55064], [2.07972, -0.13288, -0.20591], [-2.05859, -0.55621, -0.71109], [-0.10984, -1.78713, -0.90134], [-1.30093, 0.53380, -1.90478], [0.10660, 1.49451, -0.15088], [-2.00335, 2.14263, 0.42059], [0.55582, 0.00210, 1.92912], [-0.70490, -1.08138, 1.25058], [2.96768, -0.56509, -0.41979], [2.06192, 0.84500, 0.04959]], "mulliken_charge": [-1.395, 0.523, -0.578, -0.587, 0.184, -0.469, -0.288, 0.385, 0.431, 0.242, 0.151, 0.331, 0.359, 0.243, 0.264, 0.205]}